1.
ORCA calculation (ωB97M-V with the def2-TZVPD basis set) on a 6-piece molecular cluster, C27H52B3Cl2F3O10S overall.

Values from the calculation:
- Gap between HOMO and LUMO: 7.88 eV
- Highest occupied orbital energy: -9.3 eV
- E_tot: -95377.058 eV
- Structure (SMILES): C[C@H](Cl)CB1OB(C[C@@H](C)Cl)OB(S(=O)(=O)C(F)(F)F)O1.C1CCOC1.C1CCOC1.C1CCOC1.C1CCOC1.C1CCOC1
- Spin multiplicity: 1

Last column: Mulliken charge in e.
Element x y z (Å)
C: 1.992 -4.094 1.371  -0.703
C: 2.448 -4.989 0.055  0.309
Cl: 4.172 -4.568 -0.556  -0.266
C: 1.328 -5.030 -1.147  -0.829
B: 1.010 -3.578 -1.850  0.348
O: -0.274 -3.241 -2.560  -0.185
B: -0.977 -2.329 -1.590  0.197
C: -2.600 -2.608 -1.412  -0.855
C: -3.305 -1.770 -0.192  0.192
C: -2.894 -2.369 1.315  -0.904
Cl: -3.121 0.080 -0.314  -0.252
O: -0.203 -1.262 -0.927  0.068
B: 1.221 -1.274 -1.312  0.189
S: 2.222 0.351 -1.152  0.921
O: 3.394 0.390 -2.187  -0.622
O: 1.306 1.616 -1.208  -0.564
C: 3.002 0.390 0.593  0.486
F: 2.846 1.718 1.232  -0.154
F: 2.491 -0.747 1.435  -0.193
F: 4.485 0.188 0.388  -0.207
O: 1.994 -2.445 -1.785  -0.224
H: 1.346 -3.154 1.111  0.125
H: 2.934 -3.714 1.958  0.190
H: 1.296 -4.816 2.015  0.226
H: 2.533 -6.110 0.457  0.381
H: 0.313 -5.393 -0.635  0.233
H: 1.556 -5.842 -1.987  0.320
H: -2.705 -3.762 -1.124  0.305
H: -3.168 -2.511 -2.456  0.308
H: -4.476 -1.983 -0.280  0.347
H: -2.312 -1.588 1.963  0.236
H: -3.906 -2.593 1.908  0.302
H: -2.356 -3.414 1.212  0.213
C: 5.015 -7.536 3.957  -0.555
C: 5.962 -6.653 3.187  -0.645
C: 5.181 -6.379 1.920  -0.303
O: 3.791 -6.407 2.275  -0.249
C: 3.669 -6.946 3.598  -0.546
H: 5.202 -7.548 5.034  0.325
H: 5.083 -8.566 3.586  0.263
H: 6.126 -5.718 3.735  0.276
H: 6.935 -7.113 2.996  0.360
H: 5.350 -7.160 1.172  0.242
H: 5.428 -5.411 1.476  0.268
H: 3.405 -6.123 4.271  0.286
H: 2.866 -7.687 3.621  0.280
C: -6.683 2.472 -4.297  -0.531
C: -5.250 2.376 -3.843  -0.547
C: -5.401 1.913 -2.410  0.163
O: -6.598 1.125 -2.352  -0.394
C: -7.322 1.305 -3.577  -0.433
H: -6.805 2.422 -5.382  0.332
H: -7.122 3.413 -3.945  0.259
H: -4.725 1.612 -4.429  0.240
H: -4.696 3.315 -3.932  0.353
H: -5.527 2.762 -1.729  0.290
H: -4.550 1.317 -2.070  -0.237
H: -7.229 0.381 -4.159  0.261
H: -8.380 1.474 -3.358  0.277
C: 0.976 2.201 -5.459  -0.361
C: 2.227 1.361 -5.459  -0.248
C: 1.771 0.114 -6.185  -0.206
O: 0.754 0.520 -7.111  -0.433
C: 0.371 1.868 -6.806  -0.425
H: 1.164 3.270 -5.329  0.361
H: 0.306 1.870 -4.657  0.097
H: 3.011 1.864 -6.036  0.289
H: 2.617 1.154 -4.459  0.061
H: 1.324 -0.608 -5.493  0.059
H: 2.586 -0.378 -6.725  0.298
H: 0.773 2.516 -7.592  0.255
H: -0.719 1.951 -6.808  0.278
C: 1.280 4.697 1.142  0.048
C: 0.009 5.507 1.130  -0.540
C: 0.363 6.664 2.039  -0.070
O: 1.773 6.884 1.904  -0.442
C: 2.341 5.775 1.194  -0.533
H: 1.387 4.035 0.279  0.104
H: 1.322 4.086 2.051  0.082
H: -0.186 5.875 0.116  0.304
H: -0.869 4.952 1.468  0.245
H: 0.161 6.421 3.088  -0.044
H: -0.179 7.579 1.782  0.314
H: 2.605 6.121 0.189  0.289
H: 3.253 5.442 1.698  0.271
C: -2.083 4.493 6.502  -0.603
C: -1.794 4.935 5.091  -0.396
C: -1.362 3.641 4.436  -0.058
O: -2.062 2.582 5.105  -0.408
C: -2.671 3.115 6.289  -0.512
H: -2.754 5.164 7.044  0.358
H: -1.146 4.416 7.066  0.280
H: -2.714 5.302 4.622  0.271
H: -1.038 5.721 5.022  0.261
H: -0.289 3.467 4.568  0.160
H: -1.591 3.615 3.367  0.068
H: -3.751 3.168 6.114  0.279
H: -2.486 2.444 7.132  0.277


2.
ORCA calculation (ωB97M-V with the def2-TZVPD basis set) on a 8-piece molecular cluster, C20H58N2O14 overall.

Values from the calculation:
- Gap between HOMO and LUMO: 9.80 eV
- Highest occupied orbital energy: -9.3 eV
- E_tot: -53320.225 eV
- Structure (SMILES): COC[C@H](C)N.COC[C@H](C)N.OCCO.OCCO.OCCO.OCCO.OCCO.OCCO
- Spin multiplicity: 1
- ΔE to the lowest compared entry with this formula, charge and spin: 44.7 kcal/mol

Last column: Mulliken charge in e.
Element x y z (Å)
C: 2.407 -1.978 -0.665  -0.393
O: 1.234 -1.798 0.098  -0.103
C: 0.611 -0.567 -0.080  -0.690
C: 1.356 0.697 0.433  0.548
C: 1.646 0.543 1.918  -1.466
N: 0.531 1.895 0.264  0.095
H: 2.905 -2.949 -0.620  0.047
H: 3.168 -1.262 -0.346  0.404
H: 2.191 -1.899 -1.735  -0.014
H: 0.443 -0.271 -1.128  -0.036
H: -0.318 -0.659 0.484  0.376
H: 2.328 0.839 -0.047  0.212
H: 2.290 -0.310 2.139  0.199
H: 0.737 0.363 2.495  0.361
H: 2.174 1.428 2.285  0.468
H: -0.245 2.001 0.922  0.238
H: -0.074 1.653 -0.538  -0.281
C: -3.243 1.169 -5.555  -0.725
O: -3.356 1.535 -4.184  -0.405
C: -3.293 0.462 -3.277  -0.762
C: -3.386 1.000 -1.845  0.750
C: -4.829 1.397 -1.437  -1.880
N: -2.476 2.143 -1.672  -0.251
H: -3.713 0.224 -5.822  0.328
H: -2.167 1.084 -5.755  0.194
H: -3.607 2.029 -6.109  0.269
H: -4.199 -0.143 -3.434  0.435
H: -2.491 -0.271 -3.418  0.402
H: -3.189 0.169 -1.157  -0.093
H: -4.782 1.673 -0.383  0.425
H: -5.471 0.531 -1.614  0.441
H: -5.251 2.240 -1.987  0.392
H: -2.380 2.486 -2.626  0.316
H: -2.940 2.868 -1.139  0.168
O: 1.198 -2.527 2.957  -0.438
C: 2.213 -3.131 3.735  0.268
C: 1.563 -3.624 5.051  -0.467
O: 2.108 -4.897 5.374  -0.511
H: 1.277 -2.678 2.008  0.195
H: 2.618 -3.939 3.126  -0.109
H: 3.019 -2.473 4.071  0.270
H: 0.485 -3.712 4.879  0.218
H: 1.788 -2.920 5.857  0.306
H: 1.995 -5.063 6.313  0.300
O: -1.783 -3.920 0.464  -0.557
C: -2.185 -3.259 1.688  -0.006
C: -3.665 -2.914 1.573  -0.583
O: -3.885 -1.832 0.670  -0.378
H: -1.974 -3.246 -0.201  0.341
H: -1.985 -3.890 2.547  0.343
H: -1.621 -2.322 1.723  -0.029
H: -4.000 -2.606 2.572  0.348
H: -4.172 -3.823 1.242  0.329
H: -4.828 -1.845 0.484  0.254
O: 0.652 -1.601 -3.884  -0.564
C: 0.590 -0.366 -4.584  -0.048
C: 1.531 0.638 -3.963  0.537
O: 2.852 0.281 -4.410  -0.572
H: 1.498 -1.988 -4.141  0.355
H: 0.809 -0.475 -5.655  0.412
H: -0.441 -0.009 -4.664  -0.452
H: 1.538 0.478 -2.882  -0.313
H: 1.251 1.673 -4.180  0.422
H: 3.475 0.848 -3.946  0.310
O: -0.260 4.801 -1.612  -0.510
C: 0.843 5.559 -1.064  -0.246
C: 1.982 4.697 -0.547  -0.363
O: 1.711 4.382 0.820  -0.618
H: -0.388 3.921 -1.241  0.316
H: 1.232 5.993 -1.998  0.275
H: 0.395 6.349 -0.467  0.184
H: 2.903 5.277 -0.671  0.408
H: 2.151 3.835 -1.196  0.113
H: 1.401 3.446 0.799  0.318
O: -1.921 4.430 1.488  -0.326
C: -2.881 5.354 1.945  -0.459
C: -2.228 6.630 2.525  -0.461
O: -1.603 6.338 3.773  -0.560
H: -1.237 4.339 2.162  0.261
H: -3.393 5.751 1.062  0.307
H: -3.634 4.940 2.618  0.329
H: -3.096 7.271 2.692  0.337
H: -1.404 6.931 1.877  0.239
H: -0.648 6.374 3.742  0.325
O: 4.951 -4.402 1.939  -0.547
C: 4.435 -5.279 0.964  -0.050
C: 4.681 -6.781 1.209  -0.674
O: 3.998 -7.222 2.368  -0.496
H: 4.885 -4.772 2.824  0.302
H: 3.343 -5.184 0.924  0.087
H: 4.799 -4.997 -0.024  0.420
H: 5.763 -6.928 1.266  0.285
H: 4.237 -7.317 0.374  0.346
H: 4.452 -6.910 3.157  0.308


3.
ORCA calculation (ωB97M-V with the def2-TZVPD basis set) on a 9-piece molecular cluster, C39H100N4O13 overall.

Values from the calculation:
- Gap between HOMO and LUMO: 9.12 eV
- Highest occupied orbital energy: -8.8 eV
- E_tot: -74631.055 eV
- Structure (SMILES): COCCNCCOC.COCCNCCOC.COCCNCCOC.COCCNCCOC.CC(C)O.CC(C)O.CC(C)O.CC(C)O.CC(C)O
- Spin multiplicity: 1
- ΔE to the lowest compared entry with this formula, charge and spin: 158.7 kcal/mol

Last column: Mulliken charge in e.
Element x y z (Å)
C: -0.261 -0.915 -4.033  -1.209
O: -0.188 0.137 -3.047  0.311
C: -0.738 1.380 -3.442  0.083
C: -2.171 1.578 -3.709  -1.013
N: -2.685 1.131 -5.040  -0.042
C: -2.228 1.969 -6.134  -0.472
C: -3.304 1.835 -7.238  -0.622
O: -4.005 0.608 -7.421  -0.399
C: -3.295 -0.616 -7.503  -0.504
H: 0.229 -0.602 -4.956  0.359
H: -1.267 -1.124 -4.396  0.256
H: 0.189 -1.871 -3.766  0.409
H: -0.121 1.633 -4.305  0.375
H: -0.443 1.994 -2.592  -0.379
H: -2.586 2.564 -3.501  0.407
H: -2.709 0.850 -3.102  0.209
H: -3.659 0.863 -5.074  0.342
H: -1.186 1.736 -6.351  0.294
H: -2.302 3.012 -5.824  0.296
H: -2.751 2.226 -8.092  0.373
H: -4.117 2.511 -6.974  0.339
H: -2.380 -0.594 -8.095  0.272
H: -4.073 -1.320 -7.798  0.283
H: -3.133 -0.907 -6.465  0.136
C: -5.443 -3.348 -0.178  -0.383
O: -5.512 -3.406 1.224  -0.502
C: -4.814 -2.395 1.942  0.592
C: -4.874 -2.465 3.429  -0.526
N: -3.676 -2.001 3.997  0.064
C: -3.453 -0.616 3.835  0.108
C: -2.732 0.046 4.980  -0.826
O: -1.363 -0.354 4.888  -0.388
C: -0.557 0.214 3.870  -0.402
H: -5.977 -4.130 -0.717  0.339
H: -4.457 -3.596 -0.573  -0.089
H: -5.578 -2.332 -0.548  0.342
H: -5.303 -1.454 1.690  0.447
H: -3.828 -2.484 1.486  -0.338
H: -4.856 -3.531 3.658  -0.241
H: -5.801 -1.944 3.666  0.305
H: -3.587 -2.304 4.956  0.252
H: -4.391 -0.073 3.718  0.196
H: -2.852 -0.471 2.938  -0.131
H: -3.077 -0.053 6.010  0.366
H: -2.798 1.129 4.872  0.351
H: -0.514 1.303 3.866  0.393
H: -0.874 -0.124 2.883  -0.014
H: 0.500 -0.048 3.931  0.267
C: 5.815 0.764 -6.312  -0.771
O: 5.391 1.368 -5.079  -0.323
C: 4.035 0.883 -4.753  -0.905
C: 3.559 1.358 -3.403  0.321
N: 3.117 2.733 -3.461  -0.384
C: 2.614 3.182 -2.142  -0.187
C: 1.827 4.505 -2.237  -0.478
O: 2.702 5.667 -2.139  -0.382
C: 2.122 6.824 -1.671  -0.660
H: 5.401 1.221 -7.211  0.270
H: 5.933 -0.317 -6.235  0.338
H: 6.806 1.172 -6.112  0.281
H: 4.196 -0.188 -4.629  0.389
H: 3.201 0.991 -5.446  0.327
H: 4.436 1.348 -2.756  0.292
H: 2.751 0.749 -2.996  -0.079
H: 3.941 3.285 -3.648  0.306
H: 3.459 3.357 -1.476  0.621
H: 1.945 2.445 -1.698  -0.196
H: 1.221 4.509 -1.330  0.190
H: 1.181 4.500 -3.115  0.289
H: 1.307 7.298 -2.217  0.301
H: 2.857 7.629 -1.637  0.325
H: 1.792 6.732 -0.636  0.141
C: -3.962 -6.555 4.963  -0.702
O: -3.070 -6.856 3.974  -0.384
C: -3.394 -6.345 2.701  -0.655
C: -2.185 -5.580 2.273  -0.110
N: -2.253 -5.135 0.871  -0.501
C: -0.938 -4.684 0.463  0.260
C: -1.260 -3.749 -0.726  -1.192
O: -1.999 -2.673 -0.025  0.405
C: -1.827 -1.419 -0.699  -1.131
H: -4.506 -5.613 4.896  0.207
H: -3.490 -6.382 5.930  0.309
H: -4.710 -7.334 5.110  0.323
H: -4.301 -5.742 2.661  0.246
H: -3.594 -7.187 2.038  0.399
H: -1.199 -6.031 2.378  0.491
H: -2.073 -4.752 2.973  -0.122
H: -2.863 -4.341 0.738  0.289
H: -0.266 -5.521 0.273  0.560
H: -0.479 -4.086 1.251  -0.287
H: -1.918 -4.227 -1.452  0.354
H: -0.421 -3.648 -1.413  0.578
H: -0.779 -1.291 -0.969  -0.124
H: -2.279 -0.476 -0.391  0.177
H: -2.242 -1.660 -1.678  0.417
C: 3.578 5.643 1.924  -1.010
C: 2.509 5.209 2.870  0.076
C: 1.320 4.340 2.230  -0.498
O: 3.002 4.265 3.907  -0.654
H: 4.374 5.864 2.635  0.336
H: 3.250 6.539 1.398  0.407
H: 3.789 4.763 1.317  0.084
H: 2.174 6.153 3.300  0.476
H: 0.713 5.012 1.623  0.373
H: 0.675 3.862 2.967  0.201
H: 1.838 3.628 1.588  -0.111
H: 3.527 3.595 3.463  0.137
C: 3.095 -4.751 3.629  -1.551
C: 1.653 -4.363 3.215  0.838
C: 0.647 -3.841 4.297  -1.105
O: 1.733 -3.279 2.351  -0.380
H: 3.084 -5.620 4.287  0.389
H: 3.619 -3.910 4.085  0.335
H: 3.529 -5.043 2.673  0.369
H: 1.109 -5.140 2.677  0.037
H: -0.256 -3.467 3.816  0.195
H: 1.110 -3.279 5.109  0.367
H: 0.367 -4.791 4.751  0.392
H: 0.851 -3.161 1.991  -0.280
C: 2.249 -1.904 -0.737  -0.974
C: 2.676 -0.707 0.104  0.397
C: 1.391 0.024 0.588  0.790
O: 3.238 -1.129 1.370  -0.430
H: 1.829 -1.489 -1.654  0.098
H: 1.534 -2.621 -0.334  -0.420
H: 3.175 -2.425 -0.979  0.611
H: 3.353 0.016 -0.352  0.458
H: 0.724 -0.682 1.082  -0.383
H: 0.658 0.234 -0.191  -0.323
H: 1.573 0.873 1.248  -0.029
H: 2.536 -1.658 1.755  0.389
C: 5.386 1.452 4.172  -1.116
C: 5.314 1.950 2.725  0.364
C: 6.231 1.004 1.848  -1.314
O: 3.981 1.821 2.241  0.143
H: 6.362 1.537 4.650  0.380
H: 5.091 0.405 4.105  0.233
H: 4.625 1.865 4.833  0.301
H: 5.626 2.994 2.700  0.426
H: 6.294 1.294 0.799  0.306
H: 5.839 -0.010 1.918  0.254
H: 7.237 1.033 2.268  0.431
H: 3.904 0.900 1.982  -0.205
C: -3.992 3.709 -0.438  -1.379
C: -2.508 3.966 -0.153  0.531
C: -1.711 2.722 0.331  -0.211
O: -1.883 4.425 -1.293  -0.528
H: -4.004 3.154 -1.377  0.218
H: -4.519 4.589 -0.805  0.434
H: -4.520 3.208 0.373  0.361
H: -2.404 4.739 0.609  0.233
H: -0.636 2.817 0.488  0.010
H: -1.900 1.753 -0.132  -0.338
H: -2.200 2.646 1.302  0.439
H: -2.435 4.900 -1.919  0.300


Number 1: strongest force on any atom 0.145 hartree/bohr. Number 2: strongest force on any atom 0.057 hartree/bohr. Number 3: strongest force on any atom 0.079 hartree/bohr.